# 1
13
Properties=species:S:1:pos:R:3 method="wB97M-V/def2-TZVPD" e_tot_ev=-87545.9557 gap_ev=10.11 charge=+1 mol_weight_da=196.0 homo_ev=-14.058
O 2.704 0.328 -0.683
P 1.664 -0.711 -1.362
Br 1.939 -2.552 -0.172
C 0.153 -0.142 -0.413
N -0.904 -0.876 -0.061
C -1.861 -0.091 0.533
C -1.373 1.168 0.542
N -0.132 1.107 -0.046
H 2.890 0.153 0.253
H -0.971 -1.874 -0.207
H -2.802 -0.471 0.906
H -1.807 2.082 0.919
H 0.500 1.879 -0.211

---

# 2
12
Properties=species:S:1:pos:R:3 method="wB97M-V/def2-TZVPD" relative_energy_kcal_mol=0.0 e_tot_ev=-77696.8850 gap_ev=10.88 charge=+1 mol_weight_da=163.0 smiles=C[n+]1[nH]cnc1Br homo_ev=-15.146
C -0.320 -1.621 -0.043
N -0.007 -0.227 -0.001
N -0.900 0.793 -0.067
C -0.168 1.900 -0.078
N 1.106 1.666 0.088
C 1.227 0.309 0.162
Br 2.788 -0.679 0.252
H -0.282 -1.976 -1.054
H 0.422 -2.182 0.526
H -1.365 -1.717 0.223
H -1.890 0.765 0.015
H -0.610 2.969 -0.025

---

# 3
10
Properties=species:S:1:pos:R:3 method="wB97M-V/def2-TZVPD" relative_energy_kcal_mol=42.1 e_tot_ev=-75279.4565 gap_ev=11.08 charge=0 mol_weight_da=137.0 smiles=C[C@H]1O[C@@H]1Br homo_ev=-10.221
C -1.352 0.245 0.180
C 0.074 -0.203 0.389
O 0.557 -1.481 -0.030
C 1.157 -0.011 -0.603
Br 2.940 0.293 -0.040
H -1.701 -0.191 -0.774
H -1.270 1.249 0.346
H -2.030 -0.167 0.824
H 0.531 0.246 1.412
H 1.094 0.020 -1.704

---

# 4
11
Properties=species:S:1:pos:R:3 method="wB97M-V/def2-TZVPD" relative_energy_kcal_mol=106.4 e_tot_ev=-77324.6741 gap_ev=7.64 charge=0 mol_weight_da=153.0 homo_ev=-7.319
C -2.348 2.307 0.733
C 2.322 -1.829 -0.887
C 0.254 -0.883 -0.265
O -2.699 1.649 -0.201
O 1.215 -1.204 -1.117
Br 0.417 -1.130 1.615
H -3.036 2.970 1.428
H 3.004 -1.868 -1.765
H -1.294 2.329 1.010
H 2.682 -2.035 0.107
H -0.517 -0.307 -0.659

---

# 5
10
Properties=species:S:1:pos:R:3 method="wB97M-V/def2-TZVPD" relative_energy_kcal_mol=109.8 e_tot_ev=-84064.5146 gap_ev="8.81 / 6.99" charge=0 mol_weight_da=153.0 homo_ev="-8.628 / -7.579"
C 0.075 1.478 0.814
C -0.612 0.415 1.198
C -0.308 -1.095 -1.201
S 1.396 -0.891 -1.377
Br -1.944 0.192 2.501
H 0.169 2.397 1.511
H 0.693 1.609 0.024
H -0.856 -1.954 -1.045
H -0.735 -0.147 -1.443
H 2.123 -2.005 -0.983

---

# 6
10
Properties=species:S:1:pos:R:3 method="wB97M-V/def2-TZVPD" relative_energy_kcal_mol=4.3 e_tot_ev=-81104.6559 gap_ev="9.11 / 9.11" charge=0 mol_weight_da=149.1 s2=2.009 homo_ev="-8.504 / -10.524" multiplicity=3
C -0.720 -1.249 1.207
C -0.518 -0.581 0.185
C 2.269 0.468 1.328
Si -0.899 0.243 -1.507
Br 1.644 2.102 2.040
H 1.526 0.060 0.514
H -0.322 -1.852 1.985
H -1.417 1.557 -1.330
H -1.898 -0.474 -2.260
H 0.335 -0.274 -2.161

---

# 7
11
Properties=species:S:1:pos:R:3 method="wB97M-V/def2-TZVPD" relative_energy_kcal_mol=0.2 e_tot_ev=-30954.4811 gap_ev=11.66 charge=0 mol_weight_da=131.0 smiles=C[C@H](Cl)[C@@H](F)Cl homo_ev=-10.856
C -1.251 0.489 -0.204
C -0.053 -0.448 -0.231
Cl -0.505 -1.912 0.640
C 1.170 0.161 0.331
F 1.123 0.334 1.651
Cl 2.552 -0.987 -0.046
H -1.973 0.050 -0.862
H -0.985 1.457 -0.642
H -1.687 0.631 0.742
H 0.135 -0.843 -1.226
H 1.473 1.068 -0.151

---

# 8
11
Properties=species:S:1:pos:R:3 method="wB97M-V/def2-TZVPD" relative_energy_kcal_mol=28.4 e_tot_ev=-29725.3802 gap_ev=8.69 charge=0 mol_weight_da=126.0 homo_ev=-7.957
C 1.144 -0.329 0.244
N -0.304 0.207 0.129
C -1.271 0.245 -0.839
Cl -0.701 -0.388 -2.365
C -2.594 0.690 -0.976
Cl -3.463 1.426 0.333
H 1.568 -0.446 1.273
H 1.299 -1.267 -0.312
H 1.594 0.378 -0.376
H -0.656 0.700 0.885
H -2.961 0.923 -1.947